Record 1
Molecular formula: C2H7ClO2Si
Method: DFT, the ωB97M-V functional and the def2-TZVPD basis

Output
Kohn-Sham gap (alpha / beta) in eV: 8.0156 / 8.1354
Relative energy (zero: lowest compared OMol25 entry of this formula, charge and spin) in kcal per mole: 119.1

Structure (ORCA input):
```
! wB97M-V def2-TZVPD RIJCOSX def2/J DEFGRID3
* xyz 0 1
C -2.04367 1.87634 0.91836
C -1.24248 0.70779 -0.84175
O 3.35700 -1.61694 -0.86177
O -2.01930 0.86047 0.16262
Si 1.93962 -0.96420 -0.56922
Cl 2.13110 0.08418 1.27880
H -2.75333 1.91066 1.68862
H -1.13134 2.56104 0.88278
H 0.96058 -2.15723 -0.24691
H -1.29234 -0.12279 -1.47703
H -0.41625 1.44327 -0.91334
H 4.05965 -1.68895 -0.28011
H 1.34759 -0.15805 -1.70076
*
```

***

Record 2
Molecular formula: C2H7ClSSi
Method: DFT, the ωB97M-V functional and the def2-TZVPD basis

Output
Kohn-Sham gap in eV: 10.0384
SMILES string: C[Si](C)(S)Cl
Relative energy (zero: lowest compared OMol25 entry of this formula, charge and spin) in kcal per mole: 0.0

Structure (ORCA input):
```
! wB97M-V def2-TZVPD RIJCOSX def2/J DEFGRID3
* xyz 0 1
C -0.13006 -0.36293 1.88033
C 0.28340 -0.53376 -1.37308
Si -0.83983 -0.08661 0.07265
S -1.34889 2.20455 -0.18827
Cl -2.68366 -1.08617 -0.08392
H -1.02103 -0.18993 2.50557
H 0.21967 -1.33170 2.16646
H 0.67996 0.27401 2.11956
H 0.55999 0.34701 -1.92642
H 1.13450 -1.11668 -0.93905
H -0.26449 -1.22665 -1.98592
H -2.17677 2.16582 0.77718
*
```

***

Record 3
Molecular formula: C2H7FN2
Method: DFT, the ωB97M-V functional and the def2-TZVPD basis

Output
Kohn-Sham gap in eV: 10.5599
Relative energy (zero: lowest compared OMol25 entry of this formula, charge and spin) in kcal per mole: 88.8

Structure (ORCA input):
```
! wB97M-V def2-TZVPD RIJCOSX def2/J DEFGRID3
* xyz 0 1
C -1.22544 1.26500 0.30000
C 1.17137 -1.17635 -0.54473
N -0.60439 0.02832 -0.14353
N 0.70967 0.09029 -0.30082
F 1.34541 0.51563 1.12905
H -0.94738 1.44615 1.28401
H -0.87617 2.06966 -0.39455
H -2.34438 1.24459 0.41873
H 2.28344 -1.21554 -0.52286
H 0.68832 -2.02005 0.07686
H 0.75156 -1.36984 -1.56731
H -0.95201 -0.87787 0.26514
*
```

***

Record 4
Molecular formula: C2H7IN2
Method: DFT, the ωB97M-V functional and the def2-TZVPD basis

Output
Kohn-Sham gap in eV: 9.3376
Relative energy (zero: lowest compared OMol25 entry of this formula, charge and spin) in kcal per mole: 0.0

Structure (ORCA input):
```
! wB97M-V def2-TZVPD RIJCOSX def2/J DEFGRID3
* xyz 0 1
C -0.47125 -1.64925 -0.09960
C 0.63786 -0.81737 0.49326
N -0.74523 2.04188 -0.01189
N 1.61109 -0.84085 -0.29078
I 3.29838 0.18027 0.03614
H -1.17701 -1.76576 0.71528
H -1.66179 1.75918 -0.40014
H -0.97197 -1.15139 -0.86237
H 0.60445 -0.27309 1.33788
H -0.17552 -2.66964 -0.46868
H -0.11541 2.16230 -0.76965
H -0.83359 3.02373 0.32055
*
```

***

Record 5
Molecular formula: C2H7IN3
Method: DFT, the ωB97M-V functional and the def2-TZVPD basis

Output
Kohn-Sham gap (alpha / beta) in eV: 7.1850 / 6.7185
Relative energy (zero: lowest compared OMol25 entry of this formula, charge and spin) in kcal per mole: 39.7

Structure (ORCA input):
```
! wB97M-V def2-TZVPD RIJCOSX def2/J DEFGRID3
* xyz 1 3
C 0.28833 0.48329 -0.59396
C -0.12771 1.16229 0.68196
N 1.15803 -0.41708 0.22211
N -0.96866 -0.40768 -1.17540
N 0.46295 -0.00612 1.39859
I 1.06086 2.95901 1.17379
H 0.89263 0.93587 -1.45457
H -1.15345 1.14127 0.96422
H 0.83090 -1.32393 -0.05951
H -0.50453 -1.06842 -1.79625
H -1.56597 0.19113 -1.71937
H 0.93181 -0.13585 2.27773
H -0.44364 -0.61811 1.51379
*
```

***

Record 6
Molecular formula: C2H7INS
Method: DFT, the ωB97M-V functional and the def2-TZVPD basis

Output
Kohn-Sham gap (alpha / beta) in eV: 4.1512 / 3.0255
Relative energy (zero: lowest compared OMol25 entry of this formula, charge and spin) in kcal per mole: 111.8

Structure (ORCA input):
```
! wB97M-V def2-TZVPD RIJCOSX def2/J DEFGRID3
* xyz 1 1
C -0.23148 -0.54149 2.98675
C 0.41895 -0.40344 -0.96214
N 0.87695 0.51912 -2.17309
S -1.70392 -0.41744 3.68070
I -1.58881 -1.10721 -1.10765
H 0.31464 -1.38668 2.91680
H 0.23964 0.38275 2.96464
H 1.09953 -1.19698 -0.78389
H 1.65719 0.05914 -2.73630
H 1.10628 1.32173 -1.73863
H 0.13330 0.70523 -2.86335
H -1.97588 -1.80906 3.91067
*
```

***

Record 7
Molecular formula: C2H7IP2
Method: DFT, the ωB97M-V functional and the def2-TZVPD basis

Output
Kohn-Sham gap in eV: 7.1513
Relative energy (zero: lowest compared OMol25 entry of this formula, charge and spin) in kcal per mole: 54.7

Structure (ORCA input):
```
! wB97M-V def2-TZVPD RIJCOSX def2/J DEFGRID3
* xyz 0 1
C 1.60935 0.90430 1.89916
C -1.44481 0.33696 -1.60927
P -0.27954 -1.00830 0.81590
P 0.10031 -0.58686 -1.31523
I -0.69990 -2.83773 -1.98586
H 1.18542 1.02696 2.90947
H 1.52600 1.87370 1.38179
H 2.47911 0.30055 1.82714
H -1.88331 -0.06392 -2.45447
H -1.29326 1.45478 -1.76603
H -2.19279 0.19631 -0.75777
H 0.89343 -1.59675 1.05515
*
```

***

Record 8
Molecular formula: C2H7N
Method: DFT, the ωB97M-V functional and the def2-TZVPD basis

Output
Kohn-Sham gap in eV: 10.2662
SMILES string: CCN
Relative energy (zero: lowest compared OMol25 entry of this formula, charge and spin) in kcal per mole: 4.9

Structure (ORCA input):
```
! wB97M-V def2-TZVPD RIJCOSX def2/J DEFGRID3
* xyz 0 1
C -1.16223 -0.27356 -0.07097
C 0.14796 0.55116 0.03667
H -2.03622 0.35968 0.01381
H -1.14059 -0.72390 -1.03055
H -1.17297 -1.08631 0.68003
H 0.23259 1.30860 -0.73158
H 0.25882 1.11581 0.95902
H 1.38496 -0.96842 0.64233
H 2.21554 0.08631 -0.37466
N 1.27214 -0.36937 -0.12408
*
```

***

Which value of relative energy (zero: lowest compared OMol25 entry of this formula, charge and spin) does entry 7 give? 54.7 kcal per mole